Computed, not measured: an isolated molecule of C27H30O6, with ωB97M-V/def2-TZVPD.

As for the structure (SMILES): CC(C)=CCOc1ccc(/C=C/C(=O)c2ccc(OCC=C(C)C)cc2OCC(=O)O)cc1. The value obtained for the energy relative to the best compared isomer or geometry (same formula, charge and spin) is 0.000 eV. The value obtained for the total energy is -40769.33565 eV. As for the highest occupied orbital energy: -0.2937 hartree.

Geometry as XYZ:
```
63
Properties=species:S:1:pos:R:3:forces:R:3:lowdin_charge:R:1
C -5.702 -2.235 -2.598 0.0229 -0.0368 0.1642 -0.06
C -6.181 -1.504 -1.380 0.0129 -0.1117 -0.0427 -0.34
C -6.940 -0.244 -1.663 -0.0652 -0.0417 0.1560 -0.04
C -5.915 -1.955 -0.159 -0.1231 0.0681 0.0947 -0.08
C -6.320 -1.309 1.140 -0.0991 -0.2855 0.0169 -0.18
O -6.239 0.106 1.167 0.0248 0.2633 0.0394 -0.06
C -5.039 0.706 0.980 0.1726 0.3420 -0.0105 -0.27
C -3.825 0.045 0.805 -0.2210 -0.2583 0.0714 0.00
C -2.663 0.767 0.622 0.0132 0.3514 0.0214 -0.01
C -2.663 2.163 0.611 -0.4812 -0.3705 0.0695 -0.22
C -1.466 2.949 0.421 0.8012 0.1246 -0.2031 -0.01
C -0.247 2.497 0.086 -0.8789 0.1392 0.0764 -0.01
C 0.880 3.423 -0.066 0.0424 0.2519 0.0538 -0.36
O 0.736 4.631 -0.150 0.0724 -0.1410 -0.0237 0.08
C 2.226 2.804 -0.185 0.1851 -0.0821 0.1648 -0.08
C 3.152 3.414 -1.030 -0.0373 -0.1901 0.1193 0.00
C 4.400 2.879 -1.242 0.1980 -0.1643 0.0114 0.00
C 4.770 1.706 -0.581 -0.2981 0.2941 -0.0347 -0.25
O 6.004 1.225 -0.865 -0.1118 0.2058 -0.0999 -0.03
C 6.400 -0.020 -0.320 0.2389 -0.3537 0.1841 -0.18
C 5.545 -1.156 -0.811 0.0664 0.1591 0.0028 -0.06
C 5.371 -2.335 -0.227 -0.1276 -0.0654 -0.0305 -0.35
C 4.485 -3.383 -0.835 0.1217 0.1144 -0.0334 -0.07
C 5.999 -2.746 1.069 -0.0171 0.1773 -0.0367 -0.04
C 3.884 1.117 0.316 0.1714 -0.2713 0.2236 0.06
C 2.620 1.654 0.517 0.0385 0.4750 -0.2950 -0.19
O 1.723 1.138 1.410 0.0850 0.1057 -0.1072 -0.04
C 2.091 0.046 2.202 0.0549 -0.1019 0.1177 -0.08
C 2.316 -1.253 1.438 0.1386 -0.1930 0.1618 -0.51
O 2.870 -2.211 1.909 0.0116 0.0295 0.1872 0.11
O 1.812 -1.226 0.210 -0.4091 0.2106 -0.5310 0.14
C -3.889 2.814 0.802 0.2634 -0.1464 -0.0546 -0.03
C -5.053 2.104 0.977 -0.2291 -0.3048 0.0119 0.00
H -6.552 -2.559 -3.198 -0.0487 -0.0094 -0.1085 0.08
H -5.110 -3.107 -2.333 0.0614 -0.0724 -0.0221 0.07
H -5.096 -1.572 -3.214 0.0554 0.0284 -0.1182 0.08
H -7.562 -0.372 -2.548 -0.0389 0.0217 -0.0887 0.08
H -6.243 0.572 -1.859 0.0177 0.1101 -0.0422 0.09
H -7.567 0.044 -0.825 -0.0520 0.1013 -0.0171 0.08
H -5.364 -2.879 -0.045 0.1068 -0.1230 -0.0800 0.11
H -5.722 -1.729 1.960 -0.0862 0.0574 -0.0677 0.13
H -7.376 -1.513 1.353 0.1957 0.0076 0.0561 0.13
H -3.782 -1.032 0.805 0.0029 -0.0654 0.0105 0.10
H -1.734 0.232 0.496 0.1036 -0.0761 -0.0130 0.11
H -1.572 4.018 0.567 0.0615 0.0906 0.0062 0.12
H -0.050 1.453 -0.093 -0.0392 -0.1251 0.0185 0.10
H 2.849 4.319 -1.534 -0.0322 0.0815 -0.0296 0.12
H 5.106 3.339 -1.915 0.0821 0.0529 -0.0940 0.12
H 6.415 0.035 0.777 0.0275 0.0175 -0.1004 0.12
H 7.432 -0.144 -0.670 -0.1436 0.0551 0.1395 0.14
H 5.052 -0.942 -1.751 -0.1100 -0.0509 -0.1428 0.13
H 3.783 -3.748 -0.086 -0.0894 -0.0703 0.0467 0.07
H 5.083 -4.233 -1.161 -0.0117 -0.1276 -0.0401 0.08
H 3.942 -2.997 -1.696 -0.0588 0.0003 -0.1002 0.08
H 6.763 -2.050 1.399 0.1000 0.0167 0.1024 0.07
H 5.224 -2.817 1.834 0.0126 -0.0475 0.0752 0.07
H 6.449 -3.732 0.965 0.0880 -0.0944 0.0301 0.09
H 4.181 0.227 0.846 0.0742 -0.0388 0.0321 0.10
H 2.982 0.250 2.811 -0.1172 -0.0919 -0.1528 0.15
H 1.246 -0.115 2.881 0.1811 -0.0455 -0.0789 0.15
H 1.996 -2.056 -0.258 0.1198 0.0283 0.3019 0.13
H -3.918 3.893 0.802 0.0067 0.1139 0.0117 0.12
H -5.998 2.605 1.118 -0.1064 0.0614 0.0202 0.12
```
Positions in Å, forces in eV/Å.